[1]
Formula: C27H54O27
Source: the Open Molecules 2025 dataset
Level of theory: the ωB97M-V functional and the def2-TZVPD basis

```
108
Properties=species:S:1:pos:R:3:lowdin_charge:R:1
C -19.87 -1.14 -12.15 -0.0486
O -19.92 0.17 -12.64 0.0068
C -20.00 0.29 -13.95 -0.5072
O -19.73 -0.63 -14.76 0.0685
O -20.21 1.58 -14.37 -0.0077
C -20.31 1.90 -15.72 -0.0811
H -18.84 -1.45 -12.29 0.0819
H -20.58 -1.76 -12.69 0.0974
H -20.09 -1.17 -11.08 0.0995
H -20.93 1.21 -16.29 0.0851
H -19.41 1.91 -16.34 0.0786
H -20.81 2.87 -15.75 0.0949
C -17.31 -0.82 -17.63 -0.0541
O -17.13 0.47 -17.10 -0.0209
C -16.85 1.54 -17.90 -0.5101
O -16.75 1.51 -19.16 0.0665
O -16.78 2.66 -17.17 -0.0074
C -16.51 3.90 -17.77 -0.0320
H -17.65 -1.49 -16.84 0.0982
H -16.32 -1.11 -18.00 0.0986
H -17.95 -0.97 -18.50 0.0774
H -17.36 4.18 -18.40 0.1015
H -15.68 3.80 -18.47 0.0970
H -16.23 4.63 -17.02 0.0945
C -17.66 1.22 -9.33 -0.0749
O -17.82 1.91 -8.16 0.0178
C -18.43 1.39 -7.10 -0.5864
O -18.87 0.25 -7.06 0.1120
O -18.51 2.27 -6.12 0.0012
C -18.88 1.93 -4.79 -0.0418
H -18.53 0.92 -9.90 0.0975
H -17.11 0.32 -9.05 0.0921
H -16.97 1.70 -10.03 0.0765
H -18.18 1.22 -4.36 0.0999
H -19.83 1.39 -4.76 0.0887
H -19.11 2.85 -4.25 0.0965
C -17.39 3.38 -12.86 -0.0026
O -16.14 4.06 -13.03 0.0033
C -15.19 3.96 -12.15 -0.6369
O -15.22 3.35 -11.11 0.1163
O -14.21 4.77 -12.50 -0.0024
C -13.11 4.88 -11.61 -0.0425
H -17.07 2.34 -12.95 0.1009
H -18.10 3.59 -13.66 0.0855
H -17.95 3.65 -11.96 0.1064
H -13.39 5.06 -10.57 0.1020
H -12.64 5.77 -12.02 0.0954
H -12.42 4.06 -11.77 0.0976
C -28.46 3.36 -18.10 -0.0154
O -27.50 2.59 -17.28 0.0057
C -26.24 2.43 -17.69 -0.5753
O -25.78 2.85 -18.73 0.1136
O -25.61 1.70 -16.74 -0.0093
C -24.46 0.91 -17.07 -0.0260
H -29.43 3.50 -17.64 0.0877
H -28.60 2.84 -19.05 0.0907
H -28.23 4.38 -18.41 0.0878
H -23.82 0.67 -16.22 0.0892
H -23.95 1.55 -17.79 0.0781
H -24.66 -0.09 -17.46 0.0977
C -16.65 7.02 -14.46 -0.0608
O -17.65 6.14 -14.87 -0.0136
C -18.38 6.56 -15.90 -0.6040
O -18.14 7.51 -16.69 0.0713
O -19.44 5.85 -15.93 0.0356
C -20.39 6.07 -16.97 -0.0397
H -17.02 8.04 -14.56 0.1006
H -15.78 6.81 -15.09 0.1048
H -16.41 6.87 -13.41 0.0928
H -20.95 6.98 -16.75 0.1055
H -21.12 5.26 -16.97 0.0564
H -20.00 6.16 -17.98 0.1027
C -23.47 -2.53 -10.21 -0.0570
O -24.72 -2.65 -10.86 -0.0181
C -25.86 -2.71 -10.10 -0.5751
O -25.84 -2.67 -8.92 0.1441
O -26.98 -2.74 -10.88 -0.0051
C -28.25 -2.67 -10.22 -0.0414
H -22.67 -2.48 -10.95 0.0755
H -23.21 -3.38 -9.58 0.1002
H -23.38 -1.56 -9.71 0.1003
H -28.65 -3.66 -10.01 0.0965
H -29.04 -2.20 -10.80 0.0873
H -28.15 -1.98 -9.38 0.0944
C -20.05 0.49 -19.49 -0.0463
O -21.12 1.39 -19.74 0.0223
C -21.22 2.58 -19.13 -0.4881
O -20.35 3.15 -18.44 0.0817
O -22.41 3.18 -19.47 -0.0046
C -22.78 4.39 -18.88 -0.0851
H -20.13 -0.49 -19.95 0.0969
H -19.74 0.30 -18.46 0.0779
H -19.15 0.77 -20.04 0.0903
H -22.97 4.40 -17.81 0.0953
H -23.66 4.77 -19.38 0.0995
H -22.03 5.17 -19.04 0.0829
C -14.23 0.20 -11.28 -0.0251
O -14.45 -1.02 -12.03 -0.0207
C -15.53 -1.81 -11.71 -0.6002
O -16.55 -1.49 -11.14 0.1097
O -15.30 -3.01 -12.08 0.0367
C -16.24 -4.04 -12.09 -0.0350
H -15.08 0.77 -11.66 0.0679
H -13.35 0.76 -11.61 0.0943
H -14.34 0.11 -10.20 0.1025
H -15.94 -4.99 -12.54 0.1001
H -17.13 -3.74 -12.64 0.0912
H -16.70 -4.21 -11.11 0.0993
```

Results
ΔE to the lowest compared entry with this formula, charge and spin: 409.7 kJ/mol
2S+1: 1
highest occupied orbital energy: -10.44 eV
structure (SMILES): COC(=O)OC.COC(=O)OC.COC(=O)OC.COC(=O)OC.COC(=O)OC.COC(=O)OC.COC(=O)OC.COC(=O)OC.COC(=O)OC
LUMO level: 0.0171 hartree

***

[2]
Formula: C27H55F4N8O6S
Source: the Open Molecules 2025 dataset
Level of theory: the ωB97M-V functional and the def2-TZVPD basis

```
101
Properties=species:S:1:pos:R:3:lowdin_charge:R:1
C 0.19 0.31 -0.19 -0.0814
C 0.17 -1.20 -0.33 -0.2097
C -1.29 -1.71 -0.39 -0.2804
C -1.77 -1.90 1.05 -0.0276
C -1.44 -2.94 -1.33 -0.1465
C -2.74 -3.79 -1.15 -0.3599
F -2.63 -4.91 -1.91 0.1195
F -2.74 -4.26 0.14 0.0905
C -4.12 -3.10 -1.36 -0.2622
F -3.94 -1.79 -1.67 0.0520
F -4.81 -3.68 -2.35 0.1231
N -0.38 -3.89 -0.99 0.2461
C 0.47 -4.17 -1.90 -0.0807
C 1.66 -5.02 -1.58 -0.1167
O 1.29 -6.14 -0.79 -0.0862
N 0.31 -6.95 -1.54 0.0359
O 0.04 -7.89 -0.93 0.1602
C 0.15 -3.52 -3.22 -0.3243
O 1.23 -2.69 -3.59 0.0442
C -0.11 -4.65 -4.23 -0.0418
C -0.04 -4.28 -5.71 -0.3861
C -1.31 -4.17 -6.49 -0.0356
N 1.06 -4.12 -6.32 0.1660
C -1.09 -2.59 -2.87 -0.3036
N -0.79 -1.24 -3.18 0.1458
N -2.28 -2.99 -3.64 0.1072
C -2.85 -2.18 -4.35 -0.7704
S -3.62 -1.14 -5.18 0.8793
H 0.06 0.79 -1.16 0.0739
H -0.62 0.63 0.47 0.0472
H 1.11 0.66 0.28 0.0808
H 0.76 -1.52 -1.19 0.0897
H 0.64 -1.66 0.55 0.1177
H -1.90 -0.92 -0.82 0.1000
H -1.36 -2.79 1.53 0.0846
H -2.86 -1.96 1.13 0.0860
H -1.45 -1.03 1.62 0.0773
H -4.69 -3.17 -0.44 0.1769
H -0.30 -4.28 -0.05 0.1965
H 2.33 -4.43 -0.96 0.1597
H 2.20 -5.32 -2.48 0.1357
H 2.03 -3.21 -3.76 0.1195
H 0.68 -5.40 -4.08 0.1176
H -1.05 -5.13 -3.99 0.1214
H -1.17 -4.62 -7.47 0.0900
H -1.55 -3.12 -6.65 0.0721
H -2.16 -4.63 -5.98 0.0763
H 1.88 -4.25 -5.72 0.0486
H -1.40 -0.52 -2.79 0.0680
H 0.18 -1.00 -3.09 0.0899
C -2.50 2.92 -3.11 -0.0525
C -3.58 1.86 -2.95 -0.4217
C -4.93 2.39 -2.47 -0.1990
O -4.97 2.70 -1.10 -0.1861
C -4.52 4.00 -0.75 -0.0964
N -3.09 0.78 -2.07 0.0502
H -2.12 3.24 -2.14 0.0638
H -1.66 2.52 -3.68 0.0761
H -2.89 3.80 -3.63 0.0850
H -3.75 1.42 -3.94 0.0898
H -5.68 1.60 -2.61 0.1267
H -5.24 3.25 -3.07 0.1258
H -4.80 4.73 -1.52 0.0933
H -3.44 4.05 -0.60 0.0705
H -5.02 4.28 0.18 0.0898
H -3.78 0.04 -2.06 0.0486
H -3.10 1.16 -1.12 0.0863
C 0.16 3.55 1.84 -0.0611
C -0.98 3.11 2.76 -0.4251
C -0.95 3.77 4.14 -0.2059
O 0.04 3.26 5.01 -0.1837
C 1.32 3.84 4.88 -0.1020
N -0.99 1.65 2.84 0.0406
H 1.10 3.09 2.12 0.0675
H -0.05 3.25 0.81 0.0632
H 0.29 4.63 1.86 0.0834
H -1.92 3.42 2.29 0.1317
H -1.91 3.57 4.63 0.1246
H -0.85 4.86 4.04 0.1230
H 1.25 4.90 4.64 0.0940
H 1.93 3.34 4.13 0.0727
H 1.82 3.73 5.85 0.0840
H -1.81 1.35 3.36 0.0780
H -0.21 1.37 3.43 0.0780
C 7.50 3.08 6.35 -0.0668
C 5.98 3.24 6.31 -0.4362
C 5.29 2.41 5.22 -0.2116
O 5.42 2.93 3.91 -0.1946
C 6.61 2.59 3.24 -0.1079
N 5.66 4.67 6.24 0.0437
H 7.97 3.63 5.53 0.0658
H 7.89 3.47 7.28 0.0780
H 7.79 2.03 6.27 0.0787
H 5.59 2.87 7.27 0.1362
H 4.22 2.41 5.43 0.1077
H 5.64 1.37 5.25 0.1194
H 6.94 1.58 3.50 0.0897
H 7.42 3.29 3.45 0.0767
H 6.40 2.63 2.17 0.0854
H 4.66 4.81 6.36 0.0647
H 5.87 5.00 5.31 0.0716
```

Results
total charge: +1
2S+1: 1
highest occupied orbital energy: -10.54 eV
LUMO level: -0.1516 hartree

***

> highest occupied orbital energy of number 2 (C27H55F4N8O6S)?

-10.54 eV

***

> Look up the highest occupied orbital energy of the second one.

-10.54 eV